DFT (ωB97M-V/def2-TZVPD) results for C36H28N7O3PPtS2 as an isolated structure at a distorted geometry.

Structure (XYZ):
```
78
Properties=species:S:1:pos:R:3:forces:R:3
Pt 0.42496 1.85255 -0.11867 -1.0 -0.8 0.4
C -3.25102 3.52548 -1.57848 0.0 0.0 0.0
C -1.93143 3.13938 -1.43325 0.0 -0.1 0.0
N -1.58214 2.23884 -0.50532 0.1 0.4 -0.2
C -2.53917 1.72883 0.27490 0.1 -0.1 0.2
C -3.85835 2.14224 0.10144 0.0 0.0 0.0
N -4.21314 3.03136 -0.80873 0.0 0.0 0.0
C -2.12262 0.69695 1.23731 -0.1 0.1 0.1
C -2.95851 0.24176 2.24089 0.0 0.0 0.0
C -2.52530 -0.78064 3.07783 0.0 0.0 0.1
C -1.27566 -1.33924 2.81076 0.0 0.1 0.1
C -0.49788 -0.83794 1.78913 0.0 -0.1 -0.1
N -0.90005 0.19576 1.03389 0.5 0.1 0.0
C 0.77544 -1.48515 1.30885 0.0 0.1 0.0
C 0.97871 -3.00227 1.57343 0.0 -0.1 0.0
N 2.38490 -3.48250 1.48910 0.0 0.0 0.0
C 3.40305 -2.44629 1.19686 0.0 0.0 0.0
C 3.04887 -1.06527 1.61815 0.0 -0.1 0.0
N 1.87058 -0.59284 1.63098 0.0 0.0 0.1
C -3.36605 -1.27511 4.18650 0.0 0.0 0.0
C -4.74474 -1.38691 4.04494 0.0 0.0 0.0
C -5.48452 -1.86178 5.11793 0.0 0.0 0.0
N -4.94501 -2.20428 6.28297 0.0 0.0 0.0
C -3.62802 -2.08812 6.41543 0.0 0.0 0.0
C -2.79522 -1.63851 5.40078 0.0 0.0 0.0
H -3.52669 4.25705 -2.32689 0.0 0.0 0.0
H -1.15932 3.56856 -2.04883 0.0 0.0 0.0
H -4.64967 1.73033 0.71262 0.0 0.0 0.0
H -3.92426 0.69549 2.40641 0.0 0.0 0.0
H -0.92514 -2.17669 3.39610 0.0 0.0 0.0
H 0.42662 -3.45684 2.39003 0.0 0.0 0.0
H 4.38033 -2.73546 1.57814 0.0 0.0 0.0
H 3.86206 -0.39982 1.91547 0.0 0.0 0.0
H -5.24049 -1.14458 3.11361 0.0 0.0 0.0
H -6.55907 -1.97371 5.03515 0.0 0.0 0.0
H -3.21609 -2.36465 7.37860 0.0 0.0 0.0
H -1.73131 -1.54447 5.57647 0.0 0.0 0.0
N 2.52762 1.76143 -0.04550 0.0 0.2 0.0
C 3.17405 1.73346 -1.36685 0.0 0.0 0.1
C 4.44591 2.23648 -1.54120 0.0 0.0 0.0
C 5.00045 2.20613 -2.81850 0.0 0.0 0.0
C 4.29538 1.67572 -3.89124 0.0 0.0 0.0
C 3.02272 1.15206 -3.70217 0.0 0.0 0.0
C 2.46400 1.19256 -2.43284 0.0 0.0 0.1
P 0.95961 0.41415 -1.87426 0.3 0.3 -0.1
C 1.51645 -1.12889 -1.12152 -0.1 0.0 0.0
C 2.78963 -1.53725 -1.17438 0.0 0.0 -0.1
C 3.26710 -2.70446 -0.37195 0.0 0.0 0.0
C 2.22049 -3.77025 0.02695 0.0 0.0 0.0
C 0.75892 -3.32066 0.06714 0.0 0.0 0.0
C 0.55372 -1.82328 -0.22753 0.1 0.0 0.0
C -0.21118 0.07069 -3.16425 0.0 0.1 -0.1
C -0.73985 1.13726 -3.89787 0.0 0.0 0.0
C -1.60127 0.88631 -4.94990 0.0 0.0 0.0
C -1.93514 -0.42542 -5.27044 0.0 0.0 0.0
C -1.39797 -1.48610 -4.55510 0.0 0.0 0.0
C -0.52949 -1.24532 -3.50161 -0.1 0.0 0.0
H 2.79471 2.63579 0.42138 0.0 0.0 0.2
H 2.85877 1.02062 0.57355 -0.2 -0.2 -0.1
H 4.99560 2.66594 -0.71232 0.0 0.0 0.0
H 5.99036 2.61292 -2.97404 0.0 0.0 0.0
H 4.73818 1.66908 -4.87750 0.0 0.0 0.0
H 2.47134 0.72254 -4.52940 0.0 0.0 0.0
H 3.52373 -1.01539 -1.77887 0.0 0.0 0.0
H 4.18147 -3.11477 -0.79109 0.0 0.0 0.0
H 2.41764 -4.78675 -0.30428 0.0 0.0 0.0
H 0.00238 -4.00024 -0.31106 0.0 0.0 0.0
H -0.47700 -1.61239 -0.50673 0.0 0.0 0.0
H -0.44786 2.15455 -3.66830 0.0 0.0 0.0
H -2.00472 1.70586 -5.52891 0.0 0.0 0.0
H -2.60957 -0.62112 -6.09329 0.0 0.0 0.0
H -1.64775 -2.50346 -4.82325 0.0 0.0 0.0
H -0.09626 -2.07527 -2.95825 0.0 0.0 0.0
O 0.01226 2.84809 1.68358 0.2 -0.1 0.1
S 0.98907 4.01716 1.68496 -0.1 0.4 -0.5
O 0.46536 5.19676 2.26018 -0.1 0.0 0.0
O 2.31892 3.58225 2.00541 0.1 0.0 0.1
S 0.93759 4.11168 -0.47323 0.2 -0.3 -0.1
```
Positions in Å, forces in eV/Å.

**LUMO level**: -7.623 eV
**E_HOMO**: -13.965 eV
**Kohn-Sham gap**: 0.233 Ha
**E_tot**: -88549.6372 eV
**Charge**: +2